Molecular formula: C16H15AuN4OS3
Method: DFT, ωB97M-V with the def2-TZVPD basis set

Properties
E	-61044.04452	eV

```
! RIJCOSX wB97M-V def2-TZVPD def2/J DEFGRID3
* xyz -2 1
Au 0.4713 -1.8510 1.9881
S 0.8887 -4.0890 1.2704
C 1.6644 -4.7062 2.7106
C 2.0785 -6.0825 2.5975
N 2.4136 -7.1803 2.4755
C 1.9095 -4.0465 3.8858
S 1.5219 -2.4041 4.2827
C 2.5726 -4.7811 4.9394
N 3.1137 -5.3406 5.7914
C 2.1120 3.5548 1.7843
C 0.5973 3.4992 1.6374
N 0.1800 2.6913 0.5051
C -0.0696 3.4157 -0.7281
C -1.5082 3.9019 -0.8603
C -0.2144 1.3741 0.6370
S 0.1049 0.6226 2.1513
N -0.7363 0.8847 -0.4832
C -1.2116 -0.3807 -0.5807
O -1.4889 -1.1775 0.3026
C -1.3894 -0.8397 -2.0225
C -1.4330 0.0460 -3.0926
C -1.6078 -0.4235 -4.3882
C -1.7256 -1.7874 -4.6234
C -1.6774 -2.6762 -3.5562
C -1.5193 -2.2037 -2.2610
H 2.3997 4.1905 2.6260
H 2.5800 3.9501 0.8788
H 2.4901 2.5485 1.9625
H 0.1907 4.5074 1.4977
H 0.1620 3.0840 2.5446
H 0.1773 2.7674 -1.5670
H 0.6176 4.2678 -0.7453
H -2.1783 3.0434 -0.8809
H -1.6428 4.4786 -1.7798
H -1.7850 4.5362 -0.0142
H -1.3295 1.1042 -2.8892
H -1.6425 0.2749 -5.2171
H -1.8477 -2.1572 -5.6353
H -1.7584 -3.7423 -3.7323
H -1.4801 -2.8739 -1.4114
*
```

Molecular formula: C16H15BrHgSe
Method: DFT, ωB97M-V with the def2-TZVPD basis set

Properties
E	-156396.91648	eV

```
! RIJCOSX wB97M-V def2-TZVPD def2/J DEFGRID3
* xyz -2 1
C 0.5432 0.9876 -4.0172
C 1.4027 1.8358 -3.2641
C 2.3100 1.0151 -2.5382
H 1.3976 2.9272 -3.2664
C 1.9965 -0.3450 -2.8300
C 0.9102 -0.3551 -3.7524
H 0.4423 -1.2421 -4.1718
H -0.2128 1.3110 -4.7292
H 3.1410 1.3566 -1.9110
H 2.5496 -1.2198 -2.4536
Hg 1.1467 0.9703 0.5109
Br 0.7943 3.4023 0.7377
C -2.4136 0.2316 -0.1036
C -2.4092 -0.7396 -1.1372
C -2.5957 -0.0559 -2.3919
H -2.3084 -1.8236 -1.0003
C -2.6960 1.3269 -2.1237
C -2.5721 1.5150 -0.7143
H -2.6451 2.4601 -0.1694
H -2.2877 0.0327 0.9685
H -2.6680 -0.5383 -3.3620
H -2.8555 2.1107 -2.8494
Se 2.2459 -1.2728 0.9319
C 1.1914 -1.0750 2.4857
C 1.5573 -0.1479 3.5083
C 1.2450 -0.4977 4.8089
C 0.3499 -1.5373 5.0837
C -0.2633 -2.2045 4.0190
C 0.0464 -1.8996 2.6838
H 2.2128 0.7031 3.2738
H 1.7342 0.0107 5.6262
H 0.1491 -1.8461 6.1092
H -0.9790 -3.0108 4.2164
H -0.4596 -2.3858 1.8217
*
```

Molecular formula: C16H15BrMnN5O3S
Method: DFT, ωB97M-V with the def2-TZVPD basis set

Properties
<S²>	9.116
relative energy (zero: lowest compared OMol25 entry of this formula, charge and spin)	11.05	kcal per mole

```
! RIJCOSX wB97M-V def2-TZVPD def2/J DEFGRID3
* xyz -1 6
Mn -1.0653 0.2519 0.9176
C 2.3831 3.0352 1.1089
C 1.3296 2.0252 0.7629
N 0.4644 1.5593 1.6464
N 0.4477 2.0985 2.9012
C -0.5931 1.7705 3.6052
N -0.6868 2.3653 4.8609
S -1.9307 0.7310 3.1697
C 1.1673 1.5545 -0.5704
C 1.9848 1.9543 -1.6565
C 1.7500 1.4700 -2.9110
C 0.6784 0.5726 -3.1252
C -0.0921 0.2294 -2.0427
N 0.1209 0.6812 -0.8017
H 2.2002 3.4303 2.1041
H 2.3877 3.8616 0.3942
H 3.3788 2.5828 1.0964
H 0.2058 2.6986 5.1958
H -1.1950 1.8081 5.5285
H 2.8052 2.6367 -1.4790
H 2.3851 1.7704 -3.7356
H 0.4704 0.1559 -4.1001
H -0.9297 -0.4529 -2.1526
C -1.8058 3.3064 0.5186
C -2.1832 1.8677 0.3025
O -3.1653 1.4819 -0.2684
H -2.5803 3.9668 0.1252
H -0.8541 3.4821 0.0131
H -1.6447 3.4756 1.5831
Br 1.6362 -6.6744 -2.5278
C 0.2720 -5.5726 -1.8024
C -1.0553 -5.9022 -2.0287
N -2.0603 -5.1750 -1.5554
C -1.7607 -4.0933 -0.8388
C -0.4601 -3.6895 -0.5628
C 0.5873 -4.4527 -1.0587
C -0.1504 -2.4397 0.2420
O 1.0256 -2.1582 0.4449
O -1.1777 -1.7815 0.6264
H -1.3080 -6.7815 -2.6107
H -2.5863 -3.5018 -0.4639
H 1.6048 -4.1488 -0.8554
*
```

Molecular formula: C16H15ClV
Method: DFT, ωB97M-V with the def2-TZVPD basis set

Properties
E	-55044.48190	eV
<S²>	0.844

```
! RIJCOSX wB97M-V def2-TZVPD def2/J DEFGRID3
* xyz 0 2
C -2.2390 -0.9452 -0.0592
C -1.5997 -1.1343 -1.3292
C -1.3627 0.1666 -1.9003
H -1.3557 -2.0970 -1.7841
C -1.8186 1.1618 -0.9529
C -2.3661 0.4710 0.1631
H -2.7739 0.9304 1.0679
H -2.5214 -1.7335 0.6404
H -0.9398 0.3695 -2.8870
H -1.7700 2.2459 -1.0846
V -0.0207 -0.0733 0.0216
Cl 0.1593 -1.9109 1.4688
C 2.3307 0.1170 0.3032
C 1.9407 1.3577 -0.2996
C 1.4508 1.0774 -1.6238
H 1.9821 2.3462 0.1695
C 1.5464 -0.3433 -1.8378
C 2.0960 -0.9398 -0.6470
H 2.2602 -2.0063 -0.4802
H 2.6890 -0.0173 1.3242
H 1.0673 1.8187 -2.3303
H 1.2442 -0.8874 -2.7363
C -0.3722 1.7825 4.8072
C -1.2862 0.8584 4.2810
C -1.1356 0.4127 2.9546
C -0.1201 0.8818 2.1628
C 0.7896 1.7431 2.6668
C 0.6630 2.2226 4.0066
H -0.4780 2.1408 5.8323
H -2.1098 0.4888 4.9103
H -1.8706 -0.3382 2.6255
H 1.6668 2.1454 2.1127
H 1.4014 2.9401 4.3982
*
```

Molecular formula: C16H15N3O2
Method: DFT, ωB97M-V with the def2-TZVPD basis set

Properties
SMILES string	c1ccc(OCCCc2nc(-c3cccnc3)no2)cc1
relative energy (zero: lowest compared OMol25 entry of this formula, charge and spin)	41.75	kcal per mole

```
! RIJCOSX wB97M-V def2-TZVPD def2/J DEFGRID3
* xyz 0 1
C 5.2600 -2.0610 -0.4368
C 4.4127 -1.5557 -1.4043
C 3.7096 -0.3805 -1.1918
C 3.8574 0.3050 0.0083
C 4.7159 -0.2066 0.9827
C 5.4093 -1.3775 0.7600
H 6.0696 -1.7602 1.5240
H 4.8222 0.3400 1.9067
O 3.2408 1.4787 0.3378
C 2.2679 2.0292 -0.5208
C 0.9248 1.2986 -0.4403
H 0.2166 1.7690 -1.1223
C 0.3677 1.3428 0.9844
C -0.9461 0.6669 1.0605
N -1.9457 0.7852 0.2430
C -2.8908 -0.0456 0.7807
N -2.4752 -0.6369 1.8719
O -1.2099 -0.1816 2.0628
C -4.2022 -0.2390 0.1991
C -5.1317 -1.1013 0.7797
C -6.3677 -1.2403 0.1759
C -6.6244 -0.5145 -0.9802
N -5.7477 0.3049 -1.5368
C -4.5681 0.4403 -0.9638
H -3.8719 1.1165 -1.4403
H -7.5773 -0.5902 -1.4878
H -7.1177 -1.8960 0.5903
H -4.8705 -1.6371 1.6794
H 1.0543 0.8605 1.6817
H 0.2407 2.3848 1.2915
H 1.0523 0.2573 -0.7411
H 2.1488 3.0593 -0.1723
H 2.6264 2.0559 -1.5568
H 3.0599 -0.0142 -1.9715
H 4.2893 -2.0780 -2.3418
H 5.8005 -2.9785 -0.6120
*
```

Molecular formula: C16H15N3ORe
Method: DFT, ωB97M-V with the def2-TZVPD basis set

Properties
<S²>	0.869
relative energy (zero: lowest compared OMol25 entry of this formula, charge and spin)	35.71	kcal per mole

```
! RIJCOSX wB97M-V def2-TZVPD def2/J DEFGRID3
* xyz 4 2
Re 0.0230 0.2524 0.9933
C -1.5095 -3.7415 1.0518
C -0.6794 -4.4394 1.9264
C 0.4441 -3.8007 2.4446
C 0.7400 -2.4862 2.0848
N -0.1337 -1.7972 1.2976
C -1.2114 -2.4172 0.7799
C 2.7782 -0.8462 1.6291
C 4.1718 -0.7998 1.6127
C 4.8417 0.0001 0.6914
C 4.0984 0.7629 -0.2072
C 2.7176 0.7359 -0.1055
N 2.0739 -0.0244 0.8006
H -2.3912 -4.2119 0.6262
H -0.8974 -5.4763 2.1778
H 1.1037 -4.3469 3.1063
H -1.8793 -1.8449 0.1352
H 4.7465 -1.4119 2.2954
H 5.9299 0.0161 0.6524
H 4.5897 1.3927 -0.9437
H 2.1244 1.3652 -0.7702
O -1.1865 2.2379 2.7915
C -0.6947 1.9835 4.0605
C 0.2398 0.8083 3.9650
C 0.9441 0.2329 5.0637
C 1.8120 -0.8634 4.9835
C 2.2828 -1.7138 4.0035
C 2.1118 -1.9288 2.4907
N 0.3786 0.3212 2.7857
H -1.8022 2.9980 2.7861
H -1.4970 1.7671 4.8047
H -0.1551 2.8537 4.5031
H 0.8000 0.6770 6.0460
H 2.2341 -1.1152 5.9603
H 2.9742 -2.4436 4.4218
H 2.7678 -2.7947 2.3093
*
```

Molecular formula: C16H15N4O
Method: DFT, ωB97M-V with the def2-TZVPD basis set

Properties
relative energy (zero: lowest compared OMol25 entry of this formula, charge and spin)	0.00	kcal per mole

```
! RIJCOSX wB97M-V def2-TZVPD def2/J DEFGRID3
* xyz -1 1
C -5.3291 2.9391 1.0691
O -4.7836 1.7711 1.6304
C -3.4124 1.6141 1.4468
C -2.8182 0.4682 1.9885
C -1.4750 0.2342 1.8615
C -0.6504 1.1495 1.2034
C 0.7933 0.9367 1.1124
C 1.7104 1.8895 1.3870
C 3.0686 1.6009 1.2496
N 4.1923 1.3313 1.1237
C 1.3187 3.1504 1.8446
N 0.9359 4.1816 2.2211
C -1.2420 2.2952 0.6621
C -2.5886 2.5198 0.7677
H -6.3991 2.9427 1.2828
H -4.8686 3.8181 1.5236
H -5.1783 2.9369 -0.0120
H -3.4452 -0.2171 2.5301
H -1.0346 -0.6433 2.3019
H 1.1423 -0.0300 0.7838
H -0.6159 3.0173 0.1648
H -3.0036 3.4159 0.3399
C 3.6153 -3.1849 0.2502
C 2.7635 -2.9205 -0.9324
N 3.0451 -3.4049 -2.1481
C 2.0369 -2.9431 -2.9529
C 1.9183 -3.2041 -4.4066
C 1.1838 -2.1978 -2.1779
N 1.6476 -2.1798 -0.8945
H 3.1989 -2.7169 1.1409
H 3.6958 -4.2563 0.4273
H 4.6182 -2.7922 0.0905
H 1.0241 -2.7331 -4.8162
H 2.7852 -2.8132 -4.9389
H 1.8633 -4.2746 -4.6038
H 0.2870 -1.7007 -2.5205
*
```

Molecular formula: C16H16BN2O6RhSi
Method: DFT, ωB97M-V with the def2-TZVPD basis set

Properties
relative energy (zero: lowest compared OMol25 entry of this formula, charge and spin)	0.00	kcal per mole

```
! RIJCOSX wB97M-V def2-TZVPD def2/J DEFGRID3
* xyz 0 1
Rh -1.0789 -0.7952 -0.5942
O -1.0778 -4.2441 3.9875
C -0.7231 -3.0193 4.3335
O -0.4597 -2.7049 5.4648
C -0.6672 -2.0008 3.2439
C -0.3000 -0.6816 3.4340
N -0.3551 -0.0656 2.2440
N -0.7370 -0.9237 1.2988
C -0.9311 -2.1033 1.8723
C -1.2976 -3.2133 0.9248
O -1.5196 -4.3298 1.3673
O -1.3416 -2.8318 -0.3000
H -1.2561 -4.3414 3.0135
H -0.0051 -0.1739 4.3362
H -0.1419 0.8872 1.9894
C -3.1516 4.2839 -2.4970
Si -1.4449 4.0464 -1.7812
C -1.1972 5.1182 -0.2710
C -0.1281 4.3860 -3.0599
C -1.2765 2.2884 -1.2524
C -1.2071 1.1153 -0.9279
H -3.2997 5.3153 -2.8244
H -3.9183 4.0490 -1.7568
H -3.3034 3.6299 -3.3573
H -1.2743 6.1775 -0.5251
H -0.2122 4.9470 0.1673
H -1.9487 4.8970 0.4891
H -0.1691 5.4220 -3.4032
H -0.2560 3.7355 -3.9268
H 0.8666 4.2033 -2.6484
O 1.5676 0.4159 0.0282
B 0.6969 -0.0670 -0.9469
O 1.2958 -0.1105 -2.1944
C 2.5626 0.3991 -1.9972
C 3.5599 0.5919 -2.9223
C 4.7539 1.1315 -2.4446
C 4.9202 1.4515 -1.1023
C 3.8995 1.2474 -0.1741
C 2.7279 0.7192 -0.6597
H 3.4188 0.3367 -3.9630
H 5.5684 1.3027 -3.1352
H 5.8614 1.8664 -0.7682
H 4.0201 1.4889 0.8728
*
```

Molecular formula: C16H16BN2O6RhSi
Method: DFT, ωB97M-V with the def2-TZVPD basis set

Properties
<S²>	6.035
relative energy (zero: lowest compared OMol25 entry of this formula, charge and spin)	9.90	kcal per mole

```
! RIJCOSX wB97M-V def2-TZVPD def2/J DEFGRID3
* xyz 0 5
Rh 0.4909 -1.1815 1.1442
O -0.0470 -7.0385 2.1275
C -1.1095 -6.6237 1.4645
O -1.9858 -7.3643 1.0964
C -1.2085 -5.1596 1.1829
C -2.2759 -4.6043 0.5096
N -2.0498 -3.2859 0.4128
N -0.8946 -2.9463 0.9945
C -0.3622 -4.0704 1.4579
C 0.9978 -3.9585 2.0999
O 1.5213 -4.9580 2.5729
O 1.4880 -2.7713 2.1037
H 0.5793 -6.2934 2.3545
H -3.1529 -5.0749 0.0985
H -2.6141 -2.5799 -0.0305
C 0.8761 4.3243 0.1070
Si 0.7509 3.7579 1.8791
C -0.8305 4.3443 2.6743
C 2.2457 4.2664 2.8680
C 0.6925 1.9002 1.8539
C 0.6889 0.6664 1.7852
H 0.8961 5.4155 0.0580
H 0.0249 3.9737 -0.4795
H 1.7864 3.9474 -0.3625
H -0.8633 5.4362 2.6872
H -0.9077 3.9917 3.7039
H -1.7034 3.9859 2.1266
H 2.3247 5.3555 2.9023
H 3.1622 3.8747 2.4242
H 2.1823 3.8995 3.8934
O 1.3592 -0.3823 -1.9711
B 0.4041 -0.4462 -0.9680
O -0.8100 0.0803 -1.4163
C -0.5804 0.4860 -2.7147
C -1.4502 1.0804 -3.5993
C -0.9410 1.3831 -4.8610
C 0.3785 1.0970 -5.1980
C 1.2482 0.4969 -4.2898
C 0.7327 0.2029 -3.0484
H -2.4721 1.3024 -3.3243
H -1.5858 1.8512 -5.5925
H 0.7385 1.3465 -6.1870
H 2.2757 0.2724 -4.5398
*
```

Molecular formula: C16H16BiN3O5
Method: DFT, ωB97M-V with the def2-TZVPD basis set

Properties
relative energy (zero: lowest compared OMol25 entry of this formula, charge and spin)	0.00	kcal per mole

```
! RIJCOSX wB97M-V def2-TZVPD def2/J DEFGRID3
* xyz 2 1
Bi 0.3459 -1.6705 -0.1043
O -1.6334 -2.6027 -0.8731
C -2.7746 -2.0996 -0.8605
C -3.0857 -0.7347 -0.5512
C -4.4457 -0.3884 -0.6261
C -4.8159 0.9000 -0.3875
C -3.8877 1.8838 -0.0799
C -2.5483 1.5557 0.0009
C -2.1309 0.2523 -0.2230
O -0.8011 0.0310 -0.1061
N -6.2445 1.2671 -0.4705
O -7.0307 0.3780 -0.6987
O -6.5131 2.4393 -0.3443
H -3.6090 -2.7536 -1.1291
H -5.1991 -1.1286 -0.8703
H -4.2298 2.8955 0.0942
H -1.8068 2.3060 0.2395
O 0.4850 -0.9331 2.2032
C 1.7874 -0.6514 2.8224
C 2.2001 0.7850 2.6056
C 2.1073 1.2548 1.1495
C 2.9856 0.4563 0.2273
C 4.3388 0.7356 0.1247
C 5.1435 -0.0074 -0.7172
C 4.5833 -1.0404 -1.4586
C 3.2412 -1.2766 -1.3168
N 2.4498 -0.5490 -0.4984
H -0.1715 -0.2918 2.5075
H 2.4702 -1.3623 2.3543
H 1.7259 -0.9040 3.8764
H 3.2222 0.8817 2.9836
H 1.5870 1.4475 3.2217
H 2.3984 2.3032 1.0857
H 1.0692 1.2166 0.8029
H 4.7488 1.5537 0.7044
H 6.1998 0.2167 -0.8027
H 5.1727 -1.6457 -2.1328
H 2.7698 -2.0810 -1.8773
N -0.0500 -0.8495 -3.6613
C 0.2321 -1.2278 -2.6165
H -0.2858 -0.5617 -4.5976
*
```

Molecular formula: C16H16ClN3O2Pd
Method: DFT, ωB97M-V with the def2-TZVPD basis set

Properties
relative energy (zero: lowest compared OMol25 entry of this formula, charge and spin)	47.97	kcal per mole

```
! RIJCOSX wB97M-V def2-TZVPD def2/J DEFGRID3
* xyz 2 1
Pd 0.8262 -1.0762 -1.1122
O 0.7907 5.2533 1.8177
N 0.6264 4.3621 2.6205
O 0.4545 4.4967 3.8028
C 0.6181 2.9612 2.0975
C 0.5171 1.9937 3.0308
C 0.4819 0.6106 2.6649
C 0.4051 -0.4505 3.5914
C 0.3987 -1.7447 3.1361
C 0.4337 -1.9945 1.7617
N 0.5050 -1.0098 0.8806
C 0.5445 0.2890 1.3148
C 0.7001 1.3285 0.3341
N 0.8159 0.9126 -0.9610
C 0.9297 1.7761 -1.9615
C 0.9184 3.1415 -1.6873
C 0.8354 3.6032 -0.3955
C 0.7220 2.6835 0.6782
H 0.4589 2.2868 4.0713
H 0.3576 -0.2385 4.6523
H 0.3518 -2.5815 3.8185
H 0.4054 -3.0051 1.3722
H 1.0554 1.3819 -2.9580
H 1.0061 3.8330 -2.5138
H 0.8551 4.6609 -0.1927
Cl 2.4541 -0.8811 -2.6713
C -0.2697 -3.3329 -2.0782
C -1.2429 -2.1968 -2.3843
C -2.6899 -2.7027 -2.6058
C -1.2750 -1.2927 -1.2109
H -0.0180 -3.9337 -2.9528
H -0.6039 -3.9681 -1.2588
H 0.7705 -2.9911 -1.8164
H -0.9279 -1.6553 -3.2790
H -3.0458 -3.2628 -1.7417
H -2.6792 -3.3674 -3.4703
H -3.3722 -1.8817 -2.8162
H -1.5254 -1.7494 -0.2581
H -1.5882 -0.2581 -1.3197
*
```

Molecular formula: C16H16F2O3
Method: DFT, ωB97M-V with the def2-TZVPD basis set

Properties
E	-28427.10518	eV
SMILES string	C[C@H]1COC(=O)O1.Fc1ccccc1.Fc1ccccc1

```
! RIJCOSX wB97M-V def2-TZVPD def2/J DEFGRID3
* xyz 0 1
C 1.9148 -3.5028 -2.5687
C 2.9423 -4.2751 -3.3930
C 2.3984 -4.7680 -4.6517
O 3.2564 -4.4643 -5.7126
C 4.1664 -3.6447 -5.1947
O 5.0848 -3.0999 -5.8361
O 3.9524 -3.4162 -3.9184
H 2.6176 -2.8132 -2.1011
H 1.3099 -4.0389 -1.8375
H 1.3682 -2.9244 -3.3136
H 3.2008 -5.1320 -2.7708
H 1.3852 -4.4900 -4.9421
H 2.3349 -5.8560 -4.6333
F 0.9728 0.4517 7.6562
C 0.1150 0.2608 6.6645
C 0.5942 0.4003 5.3349
C -0.1590 -0.1013 4.2760
C -1.4396 -0.5737 4.6259
C -1.9756 -0.6323 5.9273
C -1.1955 -0.2308 6.9553
H 1.6054 0.7502 5.1888
H 0.3107 -0.3024 3.3245
H -2.0060 -1.0258 3.8252
H -2.9333 -1.0448 6.2084
H -1.5420 0.1097 7.9200
F -1.9130 4.4928 1.2341
C -2.0746 4.5890 -0.0998
C -1.4203 3.6779 -0.9121
C -1.5650 3.7581 -2.2734
C -2.5264 4.5751 -2.8410
C -3.3172 5.3632 -2.0155
C -3.1433 5.4035 -0.5905
H -0.7351 3.0071 -0.4153
H -1.0415 3.0266 -2.8712
H -2.6934 4.5410 -3.9075
H -4.1054 5.9615 -2.4481
H -3.7440 5.9681 0.1072
*
```